Record 1
{"formula": "C15H30N2O2", "method": "wB97M-V/def2-TZVPD", "symbols": ["C", "C", "C", "C", "C", "C", "O", "N", "C", "C", "C", "N", "C", "O", "C", "C", "C", "C", "C", "H", "H", "H", "H", "H", "H", "H", "H", "H", "H", "H", "H", "H", "H", "H", "H", "H", "H", "H", "H", "H", "H", "H", "H", "H", "H", "H", "H", "H", "H"], "positions_angstrom": [[-5.944700, -0.558241, -1.114331], [-4.643544, -1.189122, -0.632397], [-3.756615, -0.221874, 0.153797], [-3.186289, 0.901296, -0.709383], [-2.240089, 1.826668, 0.068600], [-0.894466, 1.171231, 0.309354], [-0.002112, 1.200583, -0.520189], [-0.762442, 0.553824, 1.500981], [0.481594, -0.013876, 1.992196], [0.870773, -1.362256, 1.358316], [-0.312828, -2.326873, 1.278079], [1.444857, -1.153458, 0.047174], [2.627942, -1.696441, -0.313384], [3.252967, -2.451352, 0.407078], [3.086731, -1.312298, -1.708242], [4.203243, -0.260993, -1.687309], [3.749319, 1.101429, -1.154404], [3.930795, 1.245717, 0.355421], [3.305188, 2.539201, 0.864409], [-6.496183, -0.134671, -0.277468], [-6.571010, -1.308495, -1.590985], [-5.755161, 0.230255, -1.837676], [-4.085312, -1.571822, -1.489535], [-4.882297, -2.039197, 0.011255], [-4.338763, 0.210487, 0.972396], [-2.935233, -0.792382, 0.592645], [-4.005190, 1.504476, -1.103334], [-2.645253, 0.475877, -1.557228], [-2.700770, 2.125555, 1.011827], [-2.054076, 2.719547, -0.530481], [-1.560964, 0.513608, 2.112132], [1.285008, 0.701138, 1.793302], [0.380434, -0.138534, 3.070952], [1.660648, -1.815558, 1.970788], [0.033596, -3.294592, 0.926542], [-1.056557, -1.954898, 0.576877], [-0.771113, -2.453140, 2.256113], [1.031185, -0.409673, -0.504681], [3.472584, -2.217500, -2.181436], [2.242928, -0.940571, -2.291115], [5.030712, -0.635577, -1.081849], [4.566149, -0.145117, -2.711314], [2.698542, 1.262261, -1.405036], [4.324853, 1.889992, -1.645630], [4.996938, 1.236939, 0.594523], [3.479391, 0.392082, 0.862448], [2.248275, 2.574247, 0.606036], [3.406028, 2.621834, 1.944976], [3.790294, 3.400242, 0.409207]], "forces_ev_per_angstrom": [[0.19, -0.16, -0.01], [-0.07, 0.13, 0.20], [0.03, -0.14, -0.36], [-0.04, -0.02, 0.30], [0.01, -0.03, -0.33], [-0.60, 0.26, 0.38], [0.31, 0.05, -0.39], [-0.06, -0.10, 0.39], [0.32, -0.22, -0.25], [-0.08, -0.06, 0.20], [0.32, 0.13, 0.04], [-0.24, 0.16, 0.05], [-0.27, -0.01, -0.49], [0.37, -0.22, 0.19], [0.34, -0.03, 0.12], [-0.16, 0.10, -0.12], [0.26, -0.18, 0.16], [-0.17, 0.23, -0.13], [0.12, -0.21, 0.04], [-0.10, 0.07, 0.07], [-0.12, 0.00, -0.07], [-0.06, 0.11, -0.08], [0.05, -0.09, 0.01], [0.05, -0.06, -0.07], [0.01, 0.02, 0.11], [0.00, 0.03, 0.09], [0.03, 0.01, -0.08], [-0.02, 0.03, -0.09], [-0.02, 0.04, 0.01], [0.07, -0.01, 0.13], [0.01, 0.12, -0.12], [-0.03, -0.04, 0.12], [-0.02, 0.03, -0.05], [-0.13, 0.14, -0.08], [0.01, -0.10, -0.02], [-0.09, 0.01, -0.03], [-0.14, -0.06, 0.13], [0.12, -0.07, -0.03], [-0.12, -0.02, 0.04], [-0.01, -0.01, -0.05], [0.08, -0.03, -0.05], [0.05, -0.06, 0.04], [-0.07, 0.08, -0.06], [-0.06, 0.07, -0.02], [0.02, -0.10, 0.02], [0.06, -0.05, 0.07], [-0.13, 0.04, -0.01], [-0.02, 0.09, 0.10], [0.02, 0.14, -0.03]], "smiles": "CCCCCC(=O)NC[C@@H](C)NC(=O)CCCCC", "lumo_ev": 0.633, "de_lowest_kj_mol": 8.0, "max_force_ev_per_a": 0.75}

---

Record 2
{"formula": "C15H30N2O4", "method": "wB97M-V/def2-TZVPD", "symbols": ["C", "C", "C", "C", "O", "C", "C", "H", "H", "C", "N", "C", "O", "N", "H", "C", "C", "O", "O", "C", "H", "H", "H", "H", "C", "C", "H", "H", "H", "C", "C", "H", "H", "H", "H", "H", "H", "H", "H", "H", "H", "H", "H", "H", "H", "H", "H", "H", "H", "H", "H"], "positions_angstrom": [[-3.563953, 5.896789, -1.552668], [-3.439420, 4.725721, -0.779348], [-2.035827, 4.443729, -0.426584], [-1.868818, 3.058078, 0.479925], [-0.380145, 2.659977, 0.840620], [0.130537, 3.276546, 1.798247], [1.384252, 2.522236, 2.239076], [2.099977, 3.359984, 2.639643], [2.093536, 2.479467, 1.083765], [1.243389, 1.365324, 2.823373], [0.621623, 0.240038, 1.717504], [1.556090, -0.789488, 1.341105], [2.693843, -0.950793, 2.118180], [0.811322, -1.488453, 0.433113], [0.305381, -1.007720, -0.128056], [1.594963, -2.626877, -0.085168], [1.834311, -2.150262, -1.456481], [1.203361, -1.345315, -2.110858], [2.654821, -2.874843, -2.345532], [2.790500, -2.840760, -3.619953], [3.337897, -1.751589, -3.831388], [1.842786, -3.092077, -4.209995], [3.556380, -3.518045, -4.016802], [2.507735, -2.652696, 0.335544], [1.152445, -3.836890, -0.251484], [0.998714, -4.223368, 1.462835], [2.119292, -4.244451, 2.039806], [0.367182, -3.569597, 1.893160], [0.595843, -5.421149, 1.687880], [-0.446742, -3.932426, -0.519019], [-0.949829, -5.328072, -0.880257], [-0.922587, -5.827466, 0.165859], [-1.962981, -5.299600, -1.261573], [-0.195097, -5.948182, -1.280034], [-1.019054, -3.394390, 0.120326], [-0.511123, -3.437527, -1.727228], [1.781495, -4.526643, -0.630744], [-0.274693, 0.533956, 1.389174], [0.522909, 1.430988, 3.593529], [2.096592, 0.790502, 3.063807], [-0.642274, 3.466178, 2.747650], [0.146618, 4.120428, 1.325743], [-2.423713, 3.004157, 1.431686], [-2.267201, 2.133152, 0.006250], [-1.233673, 4.127028, -1.317794], [-1.621169, 5.279701, 0.325023], [-3.765916, 3.823394, -1.297074], [-4.057922, 4.760729, 0.235844], [-3.108084, 6.781696, -1.108348], [-4.517500, 5.926275, -1.962928], [-2.836069, 5.872608, -2.539353]], "forces_ev_per_angstrom": [[3.25, 2.32, -4.25], [-0.48, -3.35, 3.37], [4.85, -2.43, 2.71], [1.26, -0.38, -0.10], [-8.13, -6.14, -7.58], [0.57, 0.02, 8.55], [4.91, 11.32, -7.84], [-1.27, -1.82, 0.39], [-2.11, -0.37, 3.17], [-2.28, -9.47, 0.31], [4.59, 1.55, 3.62], [-0.56, 3.37, 6.02], [-5.77, -0.11, -5.40], [7.07, -7.09, 5.64], [-4.03, 3.80, -4.86], [1.71, 9.92, -3.21], [0.40, 1.12, -8.18], [-0.68, 0.91, 2.00], [0.53, -3.00, 9.00], [1.02, 3.61, -5.98], [-1.93, -2.24, -0.57], [1.01, 1.00, 0.60], [-0.11, -0.34, 0.70], [3.21, 0.34, 2.16], [-9.99, -8.13, 7.26], [4.87, -6.58, -1.10], [-3.12, 0.41, -1.70], [-2.02, 2.28, 1.50], [0.98, 3.58, -0.88], [4.03, -0.68, -8.73], [0.20, -0.05, 5.00], [-0.99, 0.28, -1.35], [0.20, -0.44, -0.36], [0.47, -0.34, -1.73], [-1.50, 1.61, 1.94], [-0.18, -0.42, 3.43], [1.69, -2.12, -1.72], [-0.11, -0.49, -0.93], [-0.79, -0.46, 1.18], [1.02, -0.10, 0.78], [1.60, -0.72, -1.47], [2.35, 6.99, -0.58], [0.40, 0.87, 0.02], [0.60, 0.81, -0.52], [-2.29, 1.62, 2.00], [-0.51, -1.54, -2.10], [-0.57, 0.09, -0.20], [1.07, 0.05, -2.00], [-0.93, 0.25, 0.41], [-1.85, 1.15, -0.52], [-1.67, -0.47, 2.09]], "lumo_ev": 0.724, "de_lowest_kj_mol": 1518.2, "max_force_ev_per_a": 14.79}

---

Record 3
{"formula": "C15H30N3O10S2", "method": "wB97M-V/def2-TZVPD", "symbols": ["C", "C", "C", "C", "N", "C", "N", "N", "C", "C", "C", "C", "O", "C", "C", "O", "H", "H", "H", "H", "H", "H", "H", "H", "H", "H", "H", "H", "H", "H", "H", "H", "H", "H", "H", "H", "H", "H", "C", "C", "O", "S", "O", "O", "O", "H", "H", "H", "H", "C", "C", "O", "S", "O", "O", "O", "H", "H", "H", "H"], "positions_angstrom": [[1.012216, -1.275887, -0.518876], [0.429444, 0.070874, -1.114300], [1.451889, 0.766076, -2.026885], [1.915418, -0.285814, -3.062477], [2.325091, 0.272068, -4.392195], [1.401869, 1.244141, -4.722734], [0.469191, 1.042820, -5.619913], [1.477923, 2.416404, -4.016602], [0.891252, 2.078765, -2.657150], [-0.646089, 2.173705, -2.767827], [-1.336848, 2.782037, -1.535816], [-2.796927, 3.125452, -1.917705], [-3.686544, 2.017004, -1.741246], [-3.805084, 1.212022, -2.832029], [-3.480055, -0.243211, -2.565056], [-4.120924, 1.594385, -3.882665], [2.086401, -1.152340, -0.445172], [0.533441, -1.453156, 0.436681], [0.728081, -2.074770, -1.197098], [0.184272, 0.731372, -0.275525], [-0.453791, -0.239053, -1.663315], [2.275798, 1.014844, -1.361344], [1.195336, -1.087145, -3.203891], [2.795833, -0.777830, -2.663708], [3.219736, 0.754555, -4.324737], [0.289681, 1.674111, -6.390820], [-0.154377, 0.248892, -5.506454], [2.478611, 2.601522, -3.938226], [1.192138, 2.893954, -2.005316], [-1.078847, 1.223222, -3.070926], [-0.841572, 2.871051, -3.583020], [-0.809085, 3.696463, -1.276895], [-1.407223, 2.089836, -0.702790], [-3.137313, 3.884650, -1.224439], [-2.784773, 3.494620, -2.940205], [-3.414554, -0.396328, -1.492896], [-4.253925, -0.879436, -2.980429], [-2.550765, -0.543476, -3.040183], [2.404726, 0.802343, 4.622700], [2.242462, -0.586163, 4.048853], [1.331973, -0.418320, 2.949766], [1.557195, 1.024759, 2.289481], [2.396336, 0.874621, 1.153184], [0.303669, 1.681791, 2.217203], [2.415738, 1.667094, 3.475876], [1.555052, 1.077502, 5.250464], [3.323407, 0.913209, 5.191839], [1.848115, -1.295961, 4.771756], [3.186655, -0.964684, 3.652929], [-1.437227, -2.869482, 5.600305], [-1.790960, -3.956750, 4.608350], [-0.557851, -4.650728, 4.381587], [0.321374, -4.633267, 5.726592], [0.125162, -5.849050, 6.417207], [1.614334, -4.140708, 5.409146], [-0.497914, -3.480423, 6.491734], [-0.946283, -2.026209, 5.107495], [-2.302438, -2.511932, 6.152408], [-2.180427, -3.560190, 3.674651], [-2.508020, -4.663850, 5.030658]], "forces_ev_per_angstrom": [[-0.72, 1.48, -0.85], [0.68, -0.88, 0.85], [-0.61, -0.36, -0.35], [0.77, 0.06, 0.60], [-0.75, -0.83, -0.14], [1.02, 0.47, 0.11], [-1.07, -0.55, 0.08], [1.07, 0.58, -1.41], [-1.10, -0.19, 0.88], [0.53, 0.34, -0.06], [-0.92, -0.76, -0.93], [0.63, 0.50, 0.72], [0.81, -0.14, 0.05], [0.81, -1.73, 2.21], [-0.51, 0.08, 0.70], [-0.71, 1.46, -3.16], [0.12, -0.45, 0.39], [0.25, -0.17, 0.20], [0.32, -0.32, 0.07], [-0.18, -0.12, -0.38], [-0.35, 0.44, -0.06], [0.30, 0.17, -0.23], [-0.30, 0.16, -0.32], [0.09, -0.17, -0.09], [0.04, -0.18, 0.38], [-0.64, 0.74, 0.88], [0.77, -0.59, -0.89], [-0.15, 0.31, 0.67], [0.20, 0.25, -0.21], [-0.14, -0.13, 0.10], [0.03, 0.00, -0.13], [-0.02, 0.07, 0.28], [0.37, 0.13, 0.27], [-0.27, 0.21, -0.13], [-0.56, 0.10, -0.08], [0.11, -0.24, 0.07], [-0.15, -0.01, -0.07], [0.18, 0.20, -0.07], [-0.38, -0.09, 0.43], [0.63, -0.24, 0.10], [-0.25, 0.47, -0.01], [0.35, -0.37, 1.18], [-0.02, 0.34, -0.28], [-0.16, 0.01, -0.49], [0.04, -0.23, -0.50], [0.02, 0.01, -0.01], [0.09, 0.16, -0.21], [-0.20, -0.05, -0.18], [-0.01, -0.02, 0.04], [0.06, 0.33, -0.27], [-0.40, -0.22, 0.24], [0.29, 0.40, 0.10], [-0.42, 0.25, -0.14], [0.21, -0.15, 0.19], [0.07, -0.07, -0.07], [-0.07, -0.30, -0.16], [-0.05, 0.00, -0.03], [0.10, -0.10, 0.19], [0.22, -0.08, -0.11], [-0.03, 0.05, 0.00]], "lumo_ev": -4.919, "charge": 1, "max_force_ev_per_a": 3.56}

---

Record 4
{"formula": "C15H30O7S", "method": "wB97M-V/def2-TZVPD", "symbols": ["C", "C", "O", "C", "C", "O", "C", "C", "O", "C", "C", "O", "C", "C", "C", "C", "C", "C", "C", "S", "O", "O", "O", "H", "H", "H", "H", "H", "H", "H", "H", "H", "H", "H", "H", "H", "H", "H", "H", "H", "H", "H", "H", "H", "H", "H", "H", "H", "H", "H", "H", "H", "H"], "positions_angstrom": [[3.395093, 0.704575, 1.869167], [4.136626, 0.118247, 0.617823], [3.304313, -0.763499, -0.119040], [2.969149, -0.255347, -1.409449], [1.521383, -0.615065, -1.796469], [1.357303, -1.977261, -2.187910], [0.166642, -2.164060, -2.935379], [-1.146305, -1.807176, -2.182612], [-1.655978, -2.852416, -1.360534], [-0.972173, -2.954231, -0.117781], [-1.665025, -2.235071, 1.070614], [-2.706755, -3.005238, 1.696688], [-3.373912, -2.082140, 2.569748], [-3.382080, -0.749582, 1.735061], [-1.952952, -0.697765, 0.998301], [-1.111368, 0.196662, 1.981834], [-0.136263, 1.184346, 1.270978], [-0.872969, 2.264650, 0.401067], [0.117391, 3.407151, -0.040312], [0.265843, 3.497633, -1.874820], [1.564753, 4.042400, -2.308087], [-0.004093, 2.160623, -2.477042], [-0.914242, 4.510652, -2.455698], [2.796580, 1.601903, 1.615343], [2.778234, -0.076107, 2.360351], [4.166867, 1.023799, 2.601870], [4.622077, 0.910324, 0.014586], [4.964188, -0.507375, 1.029170], [3.008578, 0.862074, -1.371112], [3.734525, -0.579176, -2.145336], [1.084651, 0.034845, -2.584124], [0.900960, -0.460779, -0.876255], [0.106849, -3.249620, -3.175061], [0.248431, -1.642183, -3.919029], [-1.090514, -0.881861, -1.574690], [-1.921201, -1.617987, -2.961147], [0.090288, -2.634953, -0.147176], [-0.956608, -4.038079, 0.139956], [-0.868871, -2.273291, 1.866273], [-2.915449, -1.928133, 3.565404], [-4.421334, -2.432777, 2.521262], [-4.114955, -0.989551, 0.931530], [-3.752162, 0.179005, 2.204911], [-2.252089, -0.248805, 0.032172], [-0.490529, -0.415601, 2.676177], [-1.762289, 0.807722, 2.645762], [0.368772, 1.766694, 2.082888], [0.675837, 0.674408, 0.716508], [-1.598307, 2.750487, 1.089078], [-1.371247, 1.772898, -0.453375], [-0.316148, 4.383065, 0.264095], [1.125068, 3.264985, 0.399475], [-1.744580, 4.015983, -2.495655]], "forces_ev_per_angstrom": [[0.64, 0.14, -0.39], [0.45, -0.59, 1.67], [-0.14, 0.66, -0.48], [-0.37, 0.57, -0.34], [-0.30, -0.23, 0.56], [0.22, 0.24, -0.07], [-0.35, -0.60, 0.01], [-0.48, 0.34, -0.71], [0.63, 0.35, -0.02], [-0.66, -0.67, 0.88], [2.97, -0.25, 0.85], [-0.06, 1.45, -0.45], [-0.94, 0.96, -1.57], [-0.53, -1.26, -1.28], [-3.03, 0.12, 2.51], [1.19, 0.32, -0.95], [-0.07, 0.80, 0.54], [0.68, -0.23, 0.76], [-1.17, 0.02, -0.30], [2.12, -2.06, -3.34], [-2.70, -0.06, 1.57], [-0.31, 2.48, 1.80], [1.32, -0.66, 1.28], [0.12, -0.61, 0.15], [0.26, 0.49, -0.45], [-0.44, -0.10, -0.38], [-0.49, -0.35, 0.09], [-0.42, 0.37, -0.37], [-0.12, -0.64, -0.14], [-0.57, -0.01, 0.18], [0.66, -0.08, 0.38], [0.48, 0.12, -0.61], [0.09, 0.64, 0.23], [-0.22, 0.05, 0.67], [0.32, -0.34, -0.52], [0.42, -0.21, 0.50], [-0.60, 0.07, -0.30], [-0.03, 0.66, -0.13], [-0.15, 0.03, -0.69], [-0.18, -0.58, -0.36], [0.53, 0.06, 1.15], [0.30, 0.29, 0.41], [0.54, -0.49, 0.08], [1.05, -0.32, 0.32], [-0.49, 0.15, -0.56], [0.22, -0.40, -0.57], [-0.17, -0.47, -0.51], [-0.58, 0.19, 0.16], [0.07, -0.42, -0.67], [0.14, 0.50, 0.36], [0.61, -0.45, -0.22], [-0.46, 0.20, -0.67], [-0.01, -0.19, -0.07]], "smiles": "CCOCCOCCOC[C@@H]1OCC[C@H]1CCCCS(=O)(=O)O", "lumo_ev": 0.162, "de_lowest_kj_mol": 194.2, "max_force_ev_per_a": 4.46}

---

In a.u., the total energy values for the records above are, in order, -849.6045; -999.4998; -2302.2508; -1514.2705.